C28H37IrN2O2SSb2 | ωB97M-V/def2-TZVPD

Each line ends with the Mulliken charge.
Geometry (Å):
Ir -0.88503 -0.16673 0.08606  1.075
C -3.72400 3.10915 0.43729  -1.209
Sb -1.79185 2.26198 0.22808  0.617
C -0.52066 3.59226 1.26574  -0.874
C -1.56810 2.75858 -1.99547  -1.530
C -0.45987 3.64822 -2.14882  0.727
C -0.65496 5.04882 -1.96834  -0.647
C 0.39556 5.91499 -2.02324  -0.579
C 1.69485 5.40984 -2.24664  -0.714
C 1.91327 4.04787 -2.45273  -0.656
C 0.86617 3.14764 -2.44076  0.861
C 1.10363 1.72120 -2.80271  -1.584
Sb 1.30373 0.35799 -1.12968  0.498
C 2.39425 -1.23811 -1.99126  -1.227
C 2.76563 1.37332 -0.00059  -1.155
H -4.37286 2.72325 -0.34608  0.402
H -3.63113 4.19191 0.36188  0.420
H -4.13482 2.85048 1.41254  0.441
H -0.22872 4.41927 0.62116  0.378
H 0.34805 3.04650 1.62318  0.052
H -1.07788 3.98150 2.11720  0.547
H -2.54878 3.19541 -2.18067  0.815
H -1.46230 1.77222 -2.43170  0.189
H -1.66164 5.41286 -1.80031  0.409
H 0.24653 6.97954 -1.90478  0.456
H 2.53102 6.09625 -2.28768  0.438
H 2.91591 3.70480 -2.67521  0.451
H 2.05401 1.62314 -3.32778  0.755
H 0.31966 1.32482 -3.44721  0.628
H 3.22643 -0.83115 -2.56373  0.470
H 1.76310 -1.84352 -2.63711  0.416
H 2.77630 -1.85368 -1.17838  0.423
H 3.64766 1.47354 -0.63275  0.580
H 3.01352 0.79680 0.88718  0.285
H 2.40899 2.35749 0.29592  0.390
N -4.34729 -4.63151 -4.14086  -0.292
C -4.69596 -4.10428 -2.95942  0.219
S -6.02080 -4.56423 -2.12086  -0.298
C -3.77196 -3.04736 -2.40728  1.205
C -2.52014 -2.74704 -2.94354  -0.832
C -1.71832 -1.79660 -2.34450  -0.447
N -2.10000 -1.11611 -1.25213  0.034
C -3.33300 -1.36649 -0.75644  -0.403
C -4.16856 -2.31811 -1.28636  -0.728
H -4.94574 -5.34047 -4.53668  0.229
H -3.55682 -4.33945 -4.68552  0.134
H -2.12709 -3.24461 -3.81806  0.322
H -0.74151 -1.56007 -2.74230  0.332
H -3.64014 -0.76950 0.09594  0.529
H -5.14149 -2.50462 -0.85175  0.420
C 3.89240 -4.60372 3.68891  -1.386
C 3.00415 -3.44263 3.46758  0.548
C 3.43061 -2.13165 3.75391  -0.884
C 2.58578 -1.06096 3.61227  0.712
C 2.99337 0.31035 4.04599  -1.543
C 1.28301 -1.30642 3.05348  1.509
C 0.80017 -2.62991 2.81973  1.167
C -0.62601 -2.84650 2.41294  -1.150
C 1.67179 -3.66206 2.99878  -0.898
C 0.37343 -0.13116 2.87159  -0.983
O -0.12396 0.21183 3.91884  -0.461
O 0.20781 0.47790 1.73588  -0.550
H 4.88678 -4.31575 4.01755  0.394
H 3.96745 -5.20246 2.77589  0.388
H 3.44815 -5.26556 4.44109  0.380
H 4.43230 -1.98020 4.13650  0.468
H 4.07049 0.44201 3.95910  0.485
H 2.72740 0.44308 5.09823  0.419
H 2.48354 1.09924 3.49460  0.174
H -1.30499 -2.46742 3.17924  0.395
H -0.83795 -3.90078 2.25185  0.450
H -0.85499 -2.31401 1.47812  -0.127
H 1.35247 -4.68122 2.81511  0.520

Atoms 1-6, force components in eV/Å:
Ir 0.12 -0.21 1.25
C -0.60 -0.87 0.70
Sb 0.90 1.00 -2.38
C 0.06 -0.25 0.40
C -1.25 -1.15 1.63
C 2.35 1.38 -0.50

Values from the calculation:
HOMO energy (alpha / beta) in eV: -15.17 / -15.17
Charge: +3
Orbital gap (alpha / beta) in eV: 4.187 / 3.860
2S+1: 2
E_LUMO (alpha / beta) in eV: -10.99 / -11.31

---

C28H37N2OPPd | ωB97M-V/def2-TZVPD

Each line ends with the natural charge from an NBO analysis.
Geometry (Å):
Pd -0.60806 -1.57017 0.13576  0.523
N 3.64854 -2.58957 -1.55534  -0.820
C 2.42924 -2.60827 -0.96954  0.707
O 2.03134 -1.66957 -0.30634  -0.658
C 1.57264 -3.82127 -1.22824  -0.559
C 0.29314 -3.71197 -0.42794  -0.544
H 4.26264 -1.81387 -1.36844  0.410
H 3.99954 -3.38557 -2.05774  0.393
H 2.14854 -4.72267 -0.97124  0.218
H 1.35404 -3.86907 -2.29764  0.226
H 0.48274 -3.94157 0.62936  0.188
H -0.49206 -4.34147 -0.84834  0.199
C -3.76116 1.93973 1.17806  -0.276
C -4.86846 1.38153 0.55856  -0.157
C -4.84816 0.03993 0.22846  -0.247
C -3.71446 -0.71957 0.53456  0.197
N -2.61576 -0.14427 1.05066  -0.457
C -2.65266 1.13253 1.37486  0.061
C -3.65216 -2.17617 0.45316  -0.086
C -4.81366 -2.94417 0.34146  -0.206
C -4.77076 -4.31077 0.52136  -0.237
C -3.57276 -4.91447 0.86286  -0.202
C -2.41386 -4.15867 0.95796  -0.283
C -2.41196 -2.79187 0.69976  -0.094
H -3.75806 2.97263 1.48816  0.219
H -5.74386 1.97983 0.35096  0.216
H -5.70636 -0.41647 -0.24204  0.218
H -1.75206 1.50863 1.83916  0.197
H -5.76226 -2.46657 0.14856  0.200
H -5.67496 -4.89487 0.43726  0.208
H -3.53716 -5.97567 1.06456  0.207
H -1.50316 -4.66347 1.25086  0.212
C 2.04354 3.70323 0.54406  -0.631
C 0.83554 2.90033 1.03766  -0.265
C -0.41706 3.76503 0.86506  -0.615
C 1.03884 2.63853 2.53586  -0.628
P 0.65904 1.14113 0.22836  0.828
C 2.46654 0.78253 0.33796  -0.317
C 2.83684 0.11493 1.50606  -0.187
C 4.15044 -0.23407 1.74386  -0.218
C 5.12554 0.05703 0.80086  -0.215
C 4.77514 0.71923 -0.36294  -0.262
C 3.45764 1.09523 -0.58524  -0.168
C 0.20174 1.40563 -1.62274  -0.302
C -1.33276 1.37423 -1.67284  -0.620
C 0.67654 0.15093 -2.35704  -0.609
C 0.70324 2.66043 -2.33794  -0.616
H 2.17174 4.57213 1.19016  0.206
H 1.91314 4.06633 -0.47054  0.209
H 2.95894 3.12053 0.59496  0.224
H -0.18346 4.79213 1.14776  0.211
H -1.22386 3.42153 1.50346  0.203
H -0.77076 3.77553 -0.16144  0.206
H 0.94594 3.57383 3.08646  0.209
H 2.03034 2.23183 2.72316  0.221
H 0.30064 1.93803 2.92496  0.210
H 2.06474 -0.17227 2.20746  0.223
H 4.42014 -0.75747 2.65066  0.214
H 6.15494 -0.22017 0.98076  0.211
H 5.53304 0.94903 -1.10224  0.212
H 3.22104 1.63413 -1.48854  0.198
H -1.68746 0.43443 -1.22984  0.223
H -1.67766 1.41513 -2.70734  0.210
H -1.78376 2.20573 -1.13694  0.209
H 0.29124 -0.74307 -1.82864  0.209
H 1.76054 0.08683 -2.39674  0.214
H 0.28524 0.13813 -3.37524  0.209
H 0.30234 3.56703 -1.89194  0.207
H 0.37614 2.63553 -3.37934  0.209
H 1.78734 2.72813 -2.33554  0.203

Atoms 1-6, force components in eV/Å:
Pd -1.25 -3.47 0.80
N 0.22 -0.05 -0.04
C 0.04 -0.19 -0.34
O -0.04 -0.15 0.02
C -0.31 0.51 0.11
C -0.84 1.19 0.90

Values from the calculation:
HOMO energy (alpha / beta) in eV: -7.44 / -7.44
Orbital gap (alpha / beta) in eV: 7.800 / 7.798
E_LUMO (alpha / beta) in eV: 0.36 / 0.36

---

C28H37N3O5S2 | ωB97M-V/def2-TZVPD

Each line ends with the Mulliken charge.
Geometry (Å):
C 2.50727 1.48458 3.45232  -1.430
C 2.08977 1.72321 2.01020  0.344
C 2.56420 3.07737 1.52835  -1.364
N 0.61574 1.80019 1.88655  0.970
N 0.06814 2.93681 2.29536  -1.213
N -1.25878 2.69573 2.32071  1.209
C -2.08537 3.92055 2.45259  0.149
C -1.82850 4.82650 1.25970  -1.479
C -1.67179 4.62068 3.73198  -1.388
C -1.55657 1.41069 1.97522  -0.629
C -2.97307 0.87343 2.24019  2.079
C -2.99920 -0.65438 2.22225  -2.006
C -3.85849 1.42846 1.12516  -1.480
C -3.53336 1.30830 3.60846  -1.568
C -0.32239 0.80009 1.66813  1.278
C 0.11800 -0.48043 1.26374  -2.059
H 3.59946 1.47603 3.52759  0.421
H 2.13625 2.29265 4.09306  0.314
H 2.13784 0.52891 3.83233  0.335
H 2.41636 0.90339 1.36609  0.209
H 3.65189 3.15888 1.59580  0.448
H 2.26816 3.23768 0.48750  0.318
H 2.09970 3.85444 2.14488  0.320
H -3.13607 3.63262 2.48288  0.318
H -2.34084 5.78658 1.40922  0.433
H -0.74924 5.00906 1.16514  0.326
H -2.19925 4.37073 0.33392  0.330
H -2.16478 5.60049 3.79775  0.426
H -1.95109 4.03915 4.61770  0.326
H -0.58437 4.76676 3.72667  0.318
H -2.35244 -1.05851 3.01023  0.423
H -4.02360 -1.00293 2.40728  0.480
H -2.68185 -1.04749 1.25271  0.284
H -3.88111 2.52419 1.15514  0.257
H -3.45915 1.11373 0.15397  0.271
H -4.88149 1.05239 1.23834  0.464
H -3.56853 2.39381 3.74292  0.277
H -4.56663 0.94471 3.68522  0.441
H -2.95760 0.87820 4.43680  0.342
H -0.64504 -1.19112 0.98110  0.262
H 1.01305 -0.81566 1.79735  0.360
C -3.37197 -1.02371 -5.89308  -0.810
O -2.48585 -0.09580 -5.22782  -0.450
C -1.79820 -0.48754 -4.12743  0.822
C -1.80930 -1.81442 -3.61885  -0.277
C -0.97634 -2.13335 -2.56110  -0.546
C -0.15177 -1.16180 -1.95094  0.377
C 0.81775 -1.50866 -0.95802  0.024
C 1.60820 -2.59560 -1.13236  -0.892
S 2.92972 -3.07505 -0.02958  1.256
O 3.56032 -1.86066 0.45032  -0.652
O 2.45823 -4.09038 0.88030  -0.653
C 3.98589 -3.86475 -1.25268  0.123
C 3.43401 -4.07366 -2.50302  0.546
C 4.16062 -4.69911 -3.51662  -0.739
C 5.46826 -5.11608 -3.25248  -0.576
C 6.02839 -4.90838 -1.98423  -0.565
C 5.28617 -4.28681 -0.97624  -0.678
S 1.75454 -3.44146 -2.70548  1.285
O 0.85895 -4.57480 -2.73359  -0.657
O 1.79084 -2.48355 -3.78698  -0.613
C -0.25905 0.17377 -2.38812  -0.475
C -1.00845 0.50491 -3.48908  -0.923
H -3.82248 -0.41432 -6.68017  0.251
H -2.80844 -1.86308 -6.33083  0.331
H -4.14889 -1.40388 -5.20994  0.321
H -2.40689 -2.60729 -4.08783  0.371
H -0.98541 -3.15019 -2.17279  0.552
H 0.99877 -0.78640 -0.14795  0.550
H 3.69749 -4.85433 -4.48910  0.447
H 6.04806 -5.60806 -4.03611  0.381
H 7.04805 -5.23735 -1.77393  0.375
H 5.69319 -4.12086 0.01960  0.446
H 0.34373 0.93580 -1.89781  0.493
H -0.99341 1.50636 -3.91857  0.435

Atoms 1-6, force components in eV/Å:
C 0.04 -0.20 0.21
C -0.59 0.30 -0.13
C 0.61 0.29 -0.28
N -0.79 0.28 0.67
N -2.21 -0.08 0.15
N 2.42 0.01 -0.63

Values from the calculation:
HOMO energy in eV: -5.95
Orbital gap in eV: 6.190
E_LUMO in eV: 0.24

---

Number 1: total energy -63432.7735 eV. Number 2: total energy -47430.7430 eV. Number 3: total energy -66008.9661 eV.